This record from the OMol25 dataset describes 2 unconnected molecules or ions with the total composition C9H10N2S2 in a non-equilibrium geometry. The level of theory is ωB97M-V/def2-TZVPD.

Structure (XYZ):
```
23
Properties=species:S:1:pos:R:3:forces:R:3
C -4.604044 -2.081463 0.153538 0.64 0.70 0.06
C -3.836508 -1.157754 0.136364 -0.89 -0.99 -0.01
C -1.132845 1.946821 -0.064895 -0.50 -0.01 0.02
C -2.511171 2.146273 -0.064280 0.62 0.35 -0.01
C -2.920730 -0.080920 0.068610 0.82 0.83 -0.06
C -0.785093 0.615498 -0.018785 2.76 -1.03 -0.37
C 2.204118 0.259689 -1.395928 0.01 0.19 -0.31
C 3.727826 -0.490893 1.395535 -0.61 0.04 -0.32
C 1.505083 -0.457639 -0.296467 -2.64 0.80 0.59
N -3.381447 1.157140 0.000880 -0.91 -0.25 0.04
N -1.610207 -0.365702 0.049723 -0.13 -0.40 0.04
S 0.858335 -2.043293 -0.675403 0.56 0.12 -0.32
S 1.944021 -0.074761 1.372986 0.23 0.09 0.25
H -5.261148 -2.900968 0.191219 -0.34 -0.37 0.00
H -0.425406 2.756583 -0.110573 0.09 0.07 0.00
H -2.934947 3.141451 -0.128137 0.02 0.09 0.01
H 1.573231 0.298462 -2.284737 0.07 -0.03 0.00
H 2.448666 1.276859 -1.084743 0.02 -0.09 -0.03
H 3.131396 -0.253799 -1.670275 0.04 0.01 0.04
H 4.280871 0.219187 0.787441 0.13 -0.02 0.01
H 3.856574 -1.504458 1.026874 0.16 -0.08 0.05
H 4.042208 -0.421015 2.431120 0.06 -0.02 0.08
H -0.168784 -1.985296 0.179927 -0.21 0.00 0.24
```
Forces are in eV/Å.

Computed properties:
Kohn-Sham gap (alpha / beta)	7.63 / 7.62	eV
LUMO level (alpha / beta)	-0.2 / -0.2	eV
ΔE to the lowest compared entry with this formula, charge and spin	123.2	kcal per mole

In elementary charge units, the natural (NBO) charges are:
1. C -0.14
2. C -0.05
3. C -0.36
4. C 0.08
5. C 0.33
6. C 0.31
7. C -0.71
8. C -0.75
9. C -0.28
10. N -0.42
11. N -0.49
12. S 0.05
13. S 0.24
14. H 0.23
15. H 0.24
16. H 0.20
17. H 0.24
18. H 0.23
19. H 0.22
20. H 0.21
21. H 0.22
22. H 0.23
23. H 0.18